Model w:
C5H7NO | ωB97M-V/def2-TZVPD

ORCA input file:
```
! RIJCOSX wB97M-V def2-TZVPD def2/J DEFGRID3
* xyz 0 1
O 0.10167 -0.32126 -2.57673
C 0.14409 0.68886 -2.03036
C -1.45776 1.07983 -0.20949
N -0.42338 0.44428 0.32512
C -0.27824 -0.98107 0.67568
C 1.25636 -0.76039 0.71055
C 0.90744 0.63389 0.28023
H -1.38151 2.14665 -0.36137
H -2.41625 0.58175 -0.22238
H -0.65247 -1.61815 -0.13098
H -0.75165 -1.23779 1.62678
H 1.80175 -1.37223 -0.01895
H 1.72348 -0.86475 1.69549
H 1.42647 1.58039 0.23639
*
```

Output
E_LUMO: 1.045 eV
frontier orbital gap: 8.2 eV
molecular weight: 97.12 g/mol

Model x:
C5H7NO | ωB97M-V/def2-TZVPD

ORCA input file:
```
! RIJCOSX wB97M-V def2-TZVPD def2/J DEFGRID3
* xyz 0 1
C 0.39743 -0.18968 1.42920
C 0.98671 0.36581 0.16828
C 0.97385 -0.32649 -1.17221
O 0.64468 0.24547 -2.18392
C -1.62497 -0.41184 -0.69102
N -1.50819 0.69218 -0.08667
C -0.32122 0.91917 0.69164
H -0.07022 -1.17199 1.41809
H 0.89460 0.05065 2.36803
H 1.86611 0.99726 0.26590
H -0.91144 -1.24459 -0.61009
H 1.27638 -1.39465 -1.20498
H -2.42792 -0.58637 -1.40243
H -0.30411 1.91065 1.13589
*
```

Output
SMILES string: C=N[C@H]1C[C@H]1C=O
E_LUMO: 0.772 eV
frontier orbital gap: 10.4 eV
molecular weight: 97.12 g/mol

Which structure wins on stability? model x wins.

Model w:
C3H8IN2O | ωB97M-V/def2-TZVPD

ORCA input file:
```
! RIJCOSX wB97M-V def2-TZVPD def2/J DEFGRID3
* xyz 1 1
C 1.03536 -0.90498 0.62044
C 0.11591 -0.58645 -0.44396
C -0.34057 1.67610 0.33667
N -0.03089 -1.46965 -1.39078
N -0.48560 0.53086 -0.52072
O 1.27074 -2.18024 0.87137
I 2.87864 0.20264 -0.13714
H 0.76670 -0.14601 1.47309
H -0.32963 1.42163 1.39143
H 0.52026 2.20076 0.23903
H -1.04667 2.43420 0.29836
H -0.83720 -1.26890 -1.97748
H 0.21411 -2.45388 -1.24181
H -1.07309 0.69268 -1.34634
H 1.88862 -2.27949 1.60201
*
```

Output
E_LUMO: -4.595 eV
frontier orbital gap: 9.0 eV
molecular weight: 215.01 g/mol

Model x:
C3H8IN2O | ωB97M-V/def2-TZVPD

ORCA input file:
```
! RIJCOSX wB97M-V def2-TZVPD def2/J DEFGRID3
* xyz 1 1
C -0.11610 -0.03932 -0.63037
C 2.24097 -0.32499 -1.11179
C -1.37448 -0.03009 0.28719
N 1.05500 -0.43973 -0.31590
N -1.04884 -0.32976 1.51763
O -2.10946 1.33965 -0.16066
I -3.15402 2.09749 1.29600
H -0.42031 0.08962 -1.64401
H 2.04899 -0.31792 -2.24798
H 2.91443 -0.95211 -0.61163
H 2.62781 0.77835 -0.99291
H -1.88230 -0.83922 -0.17940
H 1.22960 -0.59465 0.69546
H -0.21103 0.19953 2.01194
H -1.80025 -0.63686 2.08643
*
```

Output
SMILES string: C/[NH+]=C/[C@@H](N)OI
E_LUMO: -5.063 eV
frontier orbital gap: 7.5 eV
molecular weight: 215.01 g/mol

Which structure wins on stability? model w wins.